{
  "formula": "C26H70BN2O19",
  "method": "ωB97M-V/def2-TZVPD",
  "species": ["C", "C", "C", "C", "N", "C", "C", "C", "C", "C", "C", "C", "H", "H", "H", "H", "H", "H", "H", "H", "H", "H", "H", "H", "H", "H", "H", "H", "H", "H", "H", "H", "H", "H", "H", "H", "C", "C", "C", "C", "N", "C", "C", "C", "C", "C", "C", "C", "H", "H", "H", "H", "H", "H", "H", "H", "H", "H", "H", "H", "H", "H", "H", "H", "H", "H", "H", "H", "H", "H", "H", "H", "O", "C", "O", "B", "O", "C", "O", "O", "C", "O", "C", "O", "O", "O", "H", "H", "O", "H", "H", "O", "H", "H", "O", "H", "H", "O", "H", "H", "O", "H", "H", "O", "H", "H", "O", "H", "H", "O", "H", "H", "O", "H", "H", "O", "H", "H"],
  "positions_angstrom": [[-2.20355, -2.41658, 5.86012], [-1.50955, -1.05758, 6.32412], [-1.85055, 0.06542, 5.34812], [-1.28855, 1.38442, 5.88012], [-1.72855, 2.67542, 4.99312], [-1.43455, 3.92842, 5.64512], [-2.34455, 4.95342, 4.76212], [-3.57255, 4.18742, 4.38312], [-3.21655, 2.80342, 4.79212], [-1.04455, 2.62742, 3.59512], [0.47845, 2.61442, 3.63912], [1.03845, 2.36642, 2.30912], [-2.09355, -3.13958, 6.78312], [-1.88555, -3.06058, 4.89112], [-3.25755, -2.37158, 5.76612], [-0.34755, -1.03858, 6.56312], [-1.92455, -0.64358, 7.18612], [-2.91755, 0.24842, 5.57412], [-1.85755, 0.00042, 4.37912], [-0.14755, 1.26742, 5.94112], [-1.88555, 1.61942, 6.69712], [-0.49655, 4.29042, 5.52912], [-1.47655, 3.96442, 6.77812], [-1.97255, 5.32342, 3.82712], [-2.46555, 5.70742, 5.37512], [-3.74955, 4.22242, 3.28012], [-4.50055, 4.54342, 4.85312], [-3.43355, 1.90142, 4.18312], [-3.65255, 2.51342, 5.86512], [-1.48855, 3.32042, 2.77012], [-1.17755, 1.50442, 3.23012], [0.88245, 1.86942, 4.29512], [0.84645, 3.48642, 3.93712], [0.66845, 3.09642, 1.59112], [0.94345, 1.28842, 2.08012], [2.13745, 2.78642, 2.28412], [3.04245, -1.91058, 0.30112], [3.65445, -3.32058, -0.13088], [4.65645, -3.05558, -1.24888], [4.01445, -2.47558, -2.60888], [4.74045, -2.70658, -3.81988], [5.16945, -4.02658, -4.22088], [6.38145, -3.89658, -5.25688], [6.81945, -2.51258, -5.19288], [6.07145, -2.04058, -3.85988], [3.69845, -2.38958, -4.93388], [3.39845, -0.83558, -5.20188], [2.24345, -0.45658, -6.07288], [2.48245, -1.97158, 1.09412], [2.36045, -1.49458, -0.47388], [3.87445, -1.26058, 0.53212], [2.84645, -3.95658, -0.52688], [4.27345, -3.64158, 0.67112], [5.39345, -3.95158, -1.53688], [5.42745, -2.42858, -0.83388], [3.83045, -1.55058, -2.43188], [3.00545, -2.95058, -2.56488], [4.34045, -4.62158, -4.52788], [5.45745, -4.50658, -3.30588], [6.27645, -3.88158, -6.36388], [7.15545, -4.52258, -5.23688], [6.41145, -1.97658, -5.94488], [7.92745, -2.24258, -5.10788], [5.82745, -1.05558, -3.79688], [6.47045, -1.98358, -3.03788], [2.85845, -3.20558, -5.09588], [4.05245, -2.65058, -6.05988], [4.26445, -0.29258, -5.30088], [3.09445, -0.50358, -4.31388], [2.65245, 0.42242, -6.67788], [1.25845, -0.11058, -5.52488], [2.00145, -1.14858, -6.88488], [-3.98855, 0.17142, 1.11412], [-3.23255, 0.67042, 0.28812], [-2.64255, -0.17058, -0.47088], [-1.57355, 0.61642, -1.27388], [-1.74955, 1.95342, -0.67388], [-2.68555, 1.94842, 0.11712], [-3.04855, 2.95342, 0.76812], [-1.79755, 0.65342, -2.71188], [-0.74655, 0.19942, -3.23588], [-0.49455, 0.64542, -4.33688], [0.15545, -0.20758, -2.25588], [-0.31555, 0.11142, -1.13888], [1.35945, -0.45958, -2.41488], [0.47545, 2.70242, -5.74588], [0.57245, 2.22142, -4.94888], [-0.03555, 3.50042, -5.51888], [-0.19355, -2.76258, -0.47588], [-0.17855, -3.70058, -0.83888], [0.37145, -2.08058, -0.86388], [-0.57955, -0.87958, 2.00212], [-0.21955, -1.24958, 1.13912], [0.11745, -1.10058, 2.63612], [-4.18955, 5.40942, -0.11288], [-3.88655, 4.55542, 0.43312], [-3.60455, 6.16742, 0.18312], [-0.55555, 4.61842, -0.10288], [-1.10555, 5.35842, -0.36188], [-1.00755, 3.82742, -0.38088], [-1.27255, -0.96858, -6.72888], [-1.24555, -1.69158, -6.12188], [-1.08155, -0.35258, -5.98488], [-5.22755, -2.06358, 3.80712], [-4.56055, -2.03358, 3.00812], [-6.04355, -2.54858, 3.46112], [-3.58755, -3.29958, -0.35588], [-3.43955, -3.16758, 0.58312], [-2.98855, -2.83758, -0.79888], [-3.22055, 1.40742, -5.38188], [-2.73855, 1.27742, -4.58188], [-2.74655, 2.04242, -5.89788], [-3.25155, -2.20558, 2.07712], [-2.33955, -2.00258, 2.11112], [-3.47955, -1.34558, 1.72212], [-7.22355, 0.88142, 1.21712], [-7.63755, 1.28242, 0.49112], [-6.64055, 0.23342, 0.86312]],
  "forces_ev_per_a": [[2.255, -2.495, 1.532], [2.154, -0.876, -2.744], [-2.047, 2.105, 5.746], [1.116, 0.272, -3.061], [1.575, -1.142, -0.983], [-1.902, 2.211, -0.132], [1.218, -3.491, -0.436], [-1.100, -0.162, -1.211], [-1.172, -4.282, 2.647], [-0.261, -3.047, -1.303], [-1.831, -1.536, 0.044], [2.776, 0.810, -1.475], [0.045, 1.066, -1.867], [-0.049, 2.069, 2.204], [-1.112, 0.815, -0.231], [-2.145, -0.739, -0.782], [-0.877, -0.301, 1.969], [-0.056, -0.569, -0.484], [0.915, -1.176, -5.555], [-1.804, 1.101, 0.381], [0.061, 0.346, 2.332], [3.390, 0.330, -0.848], [-1.228, -0.420, -1.327], [1.396, 0.035, -0.060], [-1.154, 4.151, 2.810], [0.122, 0.010, 0.840], [0.369, -0.312, -0.007], [-0.601, 1.012, -0.135], [0.725, 0.803, -2.119], [0.604, -1.040, 1.925], [-0.744, 2.377, 0.515], [-0.130, -0.494, 0.646], [1.433, 3.934, 1.629], [-0.822, -0.599, -0.496], [0.234, 0.803, -0.687], [-1.593, -1.622, 0.297], [2.571, -0.914, -4.904], [-0.817, 2.329, -1.463], [2.115, -1.508, -2.235], [0.039, -7.261, 3.885], [-0.793, -0.128, -3.467], [1.333, -2.853, -0.343], [-3.157, 1.131, -1.898], [1.886, 2.270, 5.807], [-3.491, 0.695, -9.393], [-0.107, 0.760, -5.765], [-1.294, -3.850, 0.723], [-0.984, 1.982, -1.794], [-3.001, -0.721, 4.671], [0.944, -0.025, 0.195], [0.095, 0.492, -0.197], [0.421, -0.289, 0.812], [-0.188, -1.069, 0.887], [-2.128, 1.205, 0.788], [0.123, 1.009, -0.009], [-0.869, 6.360, 0.350], [0.733, 0.085, -0.973], [-0.601, -0.299, -0.654], [0.890, -0.454, 0.206], [-1.764, -1.302, 0.512], [2.758, -3.087, 1.514], [-1.068, 1.995, -2.387], [-1.487, -0.741, -0.115], [-0.801, 3.598, -1.249], [4.793, -1.798, 8.964], [1.142, 1.938, 1.952], [0.684, 0.233, 2.647], [2.367, 0.787, -1.264], [-1.278, 1.462, 4.068], [-1.037, -0.742, 0.824], [2.266, -0.946, -1.072], [-0.156, -0.274, 0.338], [-0.261, 2.551, 0.139], [-3.019, -6.044, 2.792], [3.018, -0.072, -3.452], [-4.512, 0.134, 0.918], [4.010, -0.001, -3.583], [-3.374, 6.889, 4.829], [0.566, -2.157, -1.008], [-3.600, 0.046, 2.737], [-1.040, 3.478, -5.908], [1.290, -2.061, -0.708], [7.887, -1.592, -0.158], [1.237, -0.770, 4.198], [-2.267, -0.602, -0.101], [-0.282, 1.544, -1.271], [0.005, -0.721, 1.151], [0.387, -0.523, -0.125], [-0.632, -1.101, 0.295], [0.491, 2.279, 0.272], [0.228, -1.197, -0.552], [0.891, -0.589, -1.293], [-0.834, 0.461, 1.366], [-0.221, -0.018, -0.012], [1.790, -1.179, 2.039], [-0.717, 2.848, -1.756], [-1.048, -1.534, -0.361], [0.744, 0.371, 0.409], [-0.218, -0.001, -0.147], [-0.426, -0.249, -0.214], [0.554, 1.079, 1.232], [-0.305, -1.955, -0.106], [-0.273, 0.831, -1.330], [-0.373, -0.766, -2.322], [-1.812, -0.485, 2.440], [1.777, 1.085, 0.674], [-4.151, -3.638, 2.116], [0.079, 0.266, 0.229], [4.000, 3.208, -2.754], [-1.264, -0.461, -0.353], [0.577, 0.061, 0.691], [0.562, 0.482, -0.399], [-0.445, -0.387, -0.024], [2.323, -0.387, 0.657], [-1.265, 0.834, -0.821], [0.153, -0.024, 1.986], [-0.914, 0.848, -1.576], [0.787, -0.791, -0.374]],
  "total_charge": 1,
  "relative_energy_kj_mol": 0.00,
  "gap_ev": 8.45,
  "e_tot_ev": -70643.1114,
  "e_lumo_ev": -3.22
}